(1)
15
Properties=species:S:1:pos:R:3 method="wB97M-V/def2-TZVPD" orbital_gap_ev=7.771 e_homo_ev=-3.87 relative_energy_ev=0.381 max_force_ev_per_a=1.423 energy_ha=-308.33087 charge=-1
C 2.019 1.668 0.556
C 2.928 0.450 0.655
H 1.966 2.349 1.410
H 2.334 2.354 -0.234
H 1.023 1.291 0.341
H 2.321 -0.462 0.711
H 3.494 0.321 1.583
H 3.592 0.302 -0.188
C -0.793 -1.280 0.643
C -1.511 -0.488 -0.504
O -2.115 -1.182 -1.341
O -1.400 0.758 -0.432
H 0.283 -1.264 0.503
H -1.275 -2.249 0.765
H -1.004 -0.728 1.568

(2)
15
Properties=species:S:1:pos:R:3 method="wB97M-V/def2-TZVPD" orbital_gap_ev="2.706 / 8.186" e_homo_ev="4.21 / -1.35" spin_multiplicity=2 relative_energy_ev=0.370 max_force_ev_per_a=1.361 energy_ha=-308.17971 charge=-2
C 1.808 -0.312 0.595
C 2.745 0.716 1.260
H 1.164 0.057 -0.197
H 2.479 -1.023 0.100
H 1.201 -0.871 1.306
H 3.459 1.036 0.489
H 2.227 1.642 1.529
H 3.241 0.345 2.153
C -1.508 0.395 0.685
C -1.305 -0.175 -0.743
O -1.408 -1.424 -0.816
O -1.160 0.651 -1.671
H -2.406 -0.155 1.011
H -1.718 1.459 0.765
H -0.778 0.079 1.427

(3)
15
Properties=species:S:1:pos:R:3 method="wB97M-V/def2-TZVPD" orbital_gap_ev="2.842 / 8.167" e_homo_ev="3.89 / -1.50" spin_multiplicity=2 relative_energy_ev=0.025 max_force_ev_per_a=1.061 energy_ha=-308.19238 charge=-2
C -1.793 -0.243 -1.505
C -1.352 0.939 -2.403
O -1.168 2.025 -1.808
O -1.187 0.692 -3.623
H -2.667 0.060 -0.920
H -1.024 -0.553 -0.801
H -2.095 -1.097 -2.116
C 1.136 0.319 1.189
C 1.685 -0.805 2.071
H 1.574 0.368 0.191
H 0.050 0.287 1.180
H 1.422 1.319 1.544
H 1.842 -1.732 1.512
H 0.964 -1.009 2.877
H 2.612 -0.571 2.611

(4)
15
Properties=species:S:1:pos:R:3 method="wB97M-V/def2-TZVPD" orbital_gap_ev="11.661 / 7.199" e_homo_ev="-10.94 / -10.57" spin_multiplicity=2 relative_energy_ev=1.687 max_force_ev_per_a=5.712 energy_ha=-308.15119 charge=0
C -1.027 1.139 -2.384
C -2.132 0.477 -1.510
H -0.592 2.049 -1.793
H -0.008 0.664 -2.277
H -1.280 1.309 -3.414
H -1.872 -0.532 -1.737
H -3.135 0.568 -1.454
H -1.750 0.652 -0.524
C 0.860 0.877 1.290
C 0.979 -0.654 1.165
O 0.262 -1.324 1.898
O 1.472 -1.097 0.098
H 0.169 1.063 1.980
H 0.614 1.435 0.343
H 1.887 1.126 1.545

(5)
15
Properties=species:S:1:pos:R:3 method="wB97M-V/def2-TZVPD" orbital_gap_ev="10.962 / 8.283" e_homo_ev="-10.01 / -9.78" spin_multiplicity=2 relative_energy_ev=1.021 max_force_ev_per_a=2.143 energy_ha=-308.17566 charge=0
C -0.273 -1.565 -1.014
O -1.578 -2.101 -1.284
C -0.297 -0.737 0.286
C -0.051 0.746 0.054
C 0.569 1.633 1.185
O 1.791 2.108 0.960
H 0.313 -2.448 -0.765
H 0.198 -1.093 -1.872
H -1.962 -1.689 -2.061
H 0.501 -1.097 0.937
H -1.225 -0.898 0.820
H 0.640 0.921 -0.772
H -0.943 1.291 -0.234
H 0.539 1.161 2.171
H -0.218 2.395 1.311

(6)
16
Properties=species:S:1:pos:R:3 method="wB97M-V/def2-TZVPD" orbital_gap_ev=10.404 e_homo_ev=-9.54 relative_energy_ev=2.827 max_force_ev_per_a=3.882 energy_ha=-649.58801 charge=0
C -2.471 -1.430 0.384
C -1.667 -0.437 0.122
C 1.303 2.128 -0.262
C 1.428 -1.671 0.070
O 0.707 0.001 -1.953
O 0.997 0.958 0.485
P 0.532 -0.255 -0.514
H -3.486 -1.329 0.563
H -2.203 -2.520 0.328
H -2.023 0.603 0.279
H 1.836 1.966 -1.238
H 1.762 2.819 0.527
H 0.340 2.436 -0.743
H 0.761 -2.507 0.358
H 2.298 -1.839 -0.657
H 2.010 -1.418 1.034

(7)
16
Properties=species:S:1:pos:R:3 method="wB97M-V/def2-TZVPD" orbital_gap_ev=10.278 e_homo_ev=-9.33 relative_energy_ev=3.273 max_force_ev_per_a=4.580 smiles="CC(C)(P)OC=O" energy_ha=-649.57161 charge=0
C -0.373 -0.115 1.323
C 0.027 -0.136 -0.089
C -0.399 -1.454 -0.653
P 1.779 0.460 -0.125
O -0.753 0.766 -0.864
C -0.534 2.027 -0.733
O 0.080 2.479 0.153
H -0.241 0.817 1.815
H 0.079 -0.800 1.974
H -1.389 -0.217 1.546
H 0.157 -1.917 -1.458
H -1.400 -1.459 -0.997
H -0.369 -2.313 0.028
H 2.041 -0.489 0.822
H 2.257 -0.389 -1.103
H -0.961 2.741 -1.639

(8)
16
Properties=species:S:1:pos:R:3 method="wB97M-V/def2-TZVPD" orbital_gap_ev=10.028 e_homo_ev=-10.38 relative_energy_ev=2.686 max_force_ev_per_a=5.600 smiles="CCOP=O.C=C" energy_ha=-649.59318 charge=0
C -2.009 0.726 -1.013
C -0.869 0.706 -2.048
O -1.222 1.053 -3.382
P -1.647 2.540 -3.657
O -1.695 3.154 -2.197
H -1.623 0.057 -0.137
H -2.260 1.797 -0.790
H -2.893 0.226 -1.432
H -0.503 -0.289 -2.000
H -0.097 1.394 -1.655
C 2.599 -2.452 3.186
C 2.250 -1.257 2.806
H 3.607 -2.994 3.051
H 2.005 -3.204 3.722
H 1.318 -0.909 3.223
H 3.040 -0.546 2.325

(9)
16
Properties=species:S:1:pos:R:3 method="wB97M-V/def2-TZVPD" orbital_gap_ev=10.606 e_homo_ev=-9.78 relative_energy_ev=1.570 max_force_ev_per_a=3.967 energy_ha=-649.63420 charge=0
C -2.833 0.761 -0.060
C -0.148 0.682 1.455
C 1.916 -0.886 0.012
C -0.176 0.456 -1.656
O -0.717 -1.683 -0.046
O -3.516 0.171 0.610
P 0.055 -0.448 -0.010
H -0.768 1.557 1.442
H 0.872 0.705 1.862
H -0.496 0.038 2.218
H 2.187 -1.175 -1.031
H 1.830 -1.786 0.697
H 2.577 -0.155 0.535
H -1.132 0.947 -1.741
H -0.276 -0.229 -2.511
H 0.624 1.045 -1.777

(10)
16
Properties=species:S:1:pos:R:3 method="wB97M-V/def2-TZVPD" orbital_gap_ev=7.614 e_homo_ev=-4.19 relative_energy_ev=0.472 max_force_ev_per_a=1.008 energy_ha=-706.53061 charge=-1
O 1.087 1.659 1.529
C -0.060 1.817 2.003
O -1.161 1.434 1.554
H -0.113 2.363 2.980
C 1.976 -0.301 -1.062
C 0.590 -0.492 -0.458
S -0.639 -1.322 -1.485
C -2.140 -1.021 -0.566
H 2.514 0.283 -0.311
H 1.919 0.288 -1.981
H 2.490 -1.247 -1.256
H 0.260 0.505 -0.186
H 0.652 -1.069 0.470
H -2.273 -1.767 0.218
H -2.160 -0.017 -0.147
H -2.943 -1.115 -1.303

(11)
16
Properties=species:S:1:pos:R:3 method="wB97M-V/def2-TZVPD" orbital_gap_ev=7.536 e_homo_ev=-3.69 relative_energy_ev=5.985 max_force_ev_per_a=5.136 energy_ha=-706.32803 charge=-1
C 2.356 -0.306 -0.564
C 2.567 0.284 0.878
C 1.405 -1.381 -0.510
C -3.396 1.067 -0.493
O -1.153 -0.238 -0.783
O -2.975 -1.423 0.482
S -2.121 -0.180 0.349
H 2.995 -0.504 1.405
H 3.207 1.251 0.634
H 1.531 0.458 1.138
H 1.334 -2.081 0.244
H 1.260 -1.843 -1.604
H 0.362 -0.888 -0.406
H -4.322 1.091 -0.069
H -3.140 2.127 -0.305
H -3.617 0.759 -1.470

(12)
16
Properties=species:S:1:pos:R:3 method="wB97M-V/def2-TZVPD" orbital_gap_ev=7.825 e_homo_ev=-3.90 relative_energy_ev=1.187 max_force_ev_per_a=5.250 energy_ha=-383.56289 charge=-1
C -1.671 -0.568 1.832
C -1.791 -0.302 0.393
O -0.981 0.416 -0.207
O -2.767 -0.826 -0.220
H -2.488 -1.272 2.194
H -1.729 0.357 2.394
H -0.652 -1.042 1.998
C 2.013 0.317 -1.148
C 2.964 -0.549 -0.267
O 1.467 1.482 -0.498
H 2.637 0.907 -1.927
H 1.311 -0.187 -1.650
H 3.387 -1.415 -0.832
H 0.498 1.399 -0.368
H 2.517 -0.983 0.622
H 3.672 0.267 0.106

(13)
16
Properties=species:S:1:pos:R:3 method="wB97M-V/def2-TZVPD" orbital_gap_ev=8.091 e_homo_ev=-4.04 relative_energy_ev=2.293 max_force_ev_per_a=5.117 energy_ha=-383.52228 charge=-1
C 1.312 -0.881 1.384
C -0.106 -1.040 0.743
O 1.947 0.473 1.379
H 1.200 -0.913 2.408
H 2.123 -1.611 1.126
H -0.859 -1.332 1.454
H 1.830 0.784 0.519
H 0.033 -1.810 -0.009
H -0.569 -0.020 0.615
C -1.550 1.159 -1.013
C -0.291 0.616 -1.788
O -0.576 0.126 -2.876
O 0.787 0.754 -1.177
H -2.004 1.788 -1.615
H -0.990 1.602 -0.134
H -2.287 0.304 -1.016

(14)
16
Properties=species:S:1:pos:R:3 method="wB97M-V/def2-TZVPD" orbital_gap_ev=8.548 e_homo_ev=-4.47 relative_energy_ev=1.547 max_force_ev_per_a=5.503 energy_ha=-383.54968 charge=-1
C 0.504 1.121 0.594
C 0.950 2.569 0.219
O 0.758 0.184 -0.381
H 1.253 0.730 1.348
H -0.453 1.043 0.906
H 0.256 2.832 -0.540
H -0.251 -0.092 -0.705
H 2.007 2.420 -0.088
H 0.832 3.186 1.116
C -0.180 -2.338 -0.447
C -1.610 -1.631 -0.247
O -2.452 -2.170 0.448
O -1.672 -0.523 -0.829
H 0.261 -1.932 0.360
H 0.233 -2.059 -1.353
H -0.437 -3.341 -0.402

(15)
16
Properties=species:S:1:pos:R:3 method="wB97M-V/def2-TZVPD" orbital_gap_ev=7.399 e_homo_ev=-3.61 relative_energy_ev=1.155 max_force_ev_per_a=3.943 energy_ha=-383.56409 charge=-1
O -2.137 -1.297 -1.671
C -0.986 -1.490 -1.356
O -0.612 -2.609 -0.936
C -0.032 -0.283 -1.196
C 0.466 -0.437 0.292
C 1.454 0.651 0.497
H -0.594 0.618 -1.446
H 0.740 -0.481 -1.852
H 0.871 -1.460 0.249
H -0.364 -0.520 0.985
H 1.707 0.699 1.562
H 2.452 0.342 0.005
H 1.219 1.644 0.122
H -2.076 1.162 1.619
H -0.729 1.718 1.242
O -1.379 1.743 1.882

(16)
16
Properties=species:S:1:pos:R:3 method="wB97M-V/def2-TZVPD" orbital_gap_ev="7.584 / 8.359" e_homo_ev="-14.02 / -14.03" relative_energy_ev=4.292 max_force_ev_per_a=5.262 energy_ha=-383.03756 charge=+1
C 1.050 -0.347 -0.414
C 2.945 1.052 -0.032
C -0.705 -1.603 -1.520
C -2.063 -0.126 1.314
O 1.808 0.599 -0.762
O 0.355 -0.954 -1.217
O -2.017 0.639 0.155
H 3.581 1.464 -0.823
H 3.414 0.207 0.560
H 2.596 1.894 0.632
H -1.635 -1.105 -1.341
H -2.340 1.493 0.465
H -0.656 -2.529 -2.085
H -2.856 0.453 1.995
H -2.366 -1.121 1.069
H -1.111 -0.015 2.004